15
Properties=species:S:1:pos:R:3:forces:R:3 method="wB97M-V/def2-TZVPD" de_lowest_kcal_mol=110.3 total_energy_ev=-26309.203 lumo_ev=3.709 charge=-1 gap_ha=0.2548
C -1.93912 -0.63574 -1.23134 -0.2 0.5 -2.3
C -1.86837 -0.66497 0.05384 0.1 -0.2 3.2
C 0.00784 1.16587 0.74626 -1.7 1.3 -0.5
O 0.84474 -0.45041 -1.58857 0.7 -0.3 1.6
O 0.90472 -2.01591 0.40238 1.6 1.4 -0.3
O 2.46430 0.06226 0.17040 0.5 -1.0 0.6
O -1.74887 -0.79995 1.22800 -0.9 -0.4 -2.2
O 0.37386 2.10596 -0.19440 2.6 0.5 0.6
O 0.73628 1.33790 1.89795 2.1 -1.3 0.4
S 1.10325 -0.38758 -0.12230 0.3 -0.3 -2.9
H -2.79308 -0.22928 -1.77808 0.0 -0.3 0.6
H -0.99904 -0.63552 -1.83142 -0.6 -0.2 0.9
H -0.03833 -2.01923 0.47813 -1.2 -0.5 0.3
H 1.36826 2.38551 -0.03489 -2.2 -0.6 -0.3
H 1.58356 0.78108 1.80405 -1.1 1.5 0.3

16
Properties=species:S:1:pos:R:3:forces:R:3 method="wB97M-V/def2-TZVPD" total_energy_ev=-26811.171 lumo_ev=-0.226 charge=0 gap_ha=0.3957
O 1.03125 0.55713 2.96295 -1.1 -2.3 -9.8
C 0.87630 0.29032 1.65690 0.1 1.2 4.6
O 1.55424 -0.72593 0.79627 -1.1 3.5 0.6
C 1.56891 -0.00427 -0.51775 -1.0 1.0 0.7
O 2.21522 1.31417 -0.20836 0.6 -2.5 -1.8
C -0.03446 0.40924 -0.57363 1.4 1.0 0.3
P -1.36084 -0.96433 -0.58510 -1.7 -5.2 -2.0
O -0.98891 -2.25229 -1.42208 -1.0 5.0 3.2
O -2.83022 -0.25818 -1.29094 3.4 0.9 3.0
O -1.82133 -1.37046 1.08178 0.5 3.5 -3.2
O -0.10220 1.02325 0.79428 1.9 -2.2 0.6
H 2.01818 -0.59686 -1.45088 -1.0 1.1 2.6
H 3.19718 1.26095 -0.40023 -1.7 -0.2 0.3
H -0.24133 1.16833 -1.46983 0.4 -1.4 2.4
H -2.89624 0.62643 -0.79229 -0.3 -1.6 -1.2
H -2.18575 -0.47749 1.41890 0.7 -2.0 -0.2

10
Properties=species:S:1:pos:R:3:forces:R:3 method="wB97M-V/def2-TZVPD" de_lowest_kcal_mol=109.4 total_energy_ev=-14522.283 lumo_ev="-1.070 / -1.052" charge=0 gap_ha="0.2711 / 0.2844"
C -2.01098 0.27919 -0.82173 0.1 -0.8 1.4
C -0.32866 1.47465 1.79157 -1.8 2.8 4.5
C 0.95330 0.22757 -0.18139 0.0 0.1 2.7
O -0.92920 1.96193 2.68064 1.7 -1.3 -2.7
P -0.82298 0.18742 0.39960 1.1 -0.4 -3.1
H -2.94308 -0.27946 -0.49412 0.8 0.7 -0.2
H 1.13657 -0.72050 -0.60248 0.4 -1.6 -0.1
H 1.02115 0.82219 -1.04372 0.5 1.7 -0.7
H 1.71475 0.43156 0.76704 -2.1 -0.3 -2.7
H -0.52550 -0.74628 1.35523 -0.5 -1.0 1.0

11
Properties=species:S:1:pos:R:3:forces:R:3 method="wB97M-V/def2-TZVPD" de_lowest_kcal_mol=10.0 total_energy_ev=-23952.135 lumo_ev=3.715 charge=-1 gap_ha=0.2489
C -0.19249 1.75498 -0.28171 1.8 -1.1 0.2
C 0.59863 0.73355 0.12276 -1.2 0.5 -0.6
Si 0.31479 -1.06318 0.26838 -2.2 -0.5 -0.2
C 1.81555 1.04757 0.83291 4.0 2.9 0.5
O 2.61898 0.21386 1.27114 -1.7 -2.1 -0.3
S 2.41876 2.68370 0.91422 -0.5 0.6 0.0
H -1.13623 1.67857 -0.78036 -0.4 -0.2 -0.2
H 0.36566 2.68677 -0.13952 -0.8 0.4 0.0
H 1.00233 -2.29113 -0.18339 0.5 0.4 -0.2
H -1.04505 -1.14841 -0.48921 0.6 -0.3 0.5
H 0.05137 -1.19677 1.70699 -0.1 -0.4 0.2

9
Properties=species:S:1:pos:R:3:forces:R:3 method="wB97M-V/def2-TZVPD" de_lowest_kcal_mol=50.2 total_energy_ev=-12476.459 lumo_ev=-0.094 charge=0 gap_ha=0.3223
C 0.90746 -1.17729 2.05777 -1.1 1.2 -1.7
C 0.15167 -0.90395 1.13166 -0.4 -0.5 0.9
C -0.22864 1.22600 -1.22864 1.3 -1.5 1.6
P -1.28490 -0.67614 -0.02030 2.9 1.6 -0.2
H 1.63832 -1.11377 2.82729 0.1 -0.4 0.1
H -0.77178 2.07614 -0.85062 -0.7 -0.1 0.0
H -0.39151 1.00382 -2.28498 0.2 0.1 0.3
H 0.88531 1.44876 -0.91215 -2.2 -1.2 -0.7
H -0.90593 -1.88357 -0.72003 -0.1 0.8 -0.3

11
Properties=species:S:1:pos:R:3:forces:R:3 method="wB97M-V/def2-TZVPD" de_lowest_kcal_mol=27.8 total_energy_ev=-31055.547 lumo_ev=-1.070 charge=0 gap_ha=0.2705
C -0.03267 -0.44834 0.98702 0.8 -0.8 0.1
C -0.21512 0.44670 2.15280 0.3 0.2 0.2
C -0.51546 0.00230 -0.32296 0.3 0.7 -2.2
P -1.54541 -0.01232 3.36344 1.4 -0.4 0.6
P 0.44400 -0.21297 3.80048 -1.7 0.6 -0.5
P 0.69000 -1.98060 1.08451 0.4 1.1 3.7
H -0.18752 1.54290 1.98980 0.3 -0.8 -0.2
H -1.56025 0.28873 -0.22262 -0.2 0.1 -0.3
H -0.39001 -0.81346 -1.09662 -0.4 1.1 0.8
H 0.04299 0.90241 -0.75076 -0.6 -1.0 0.8
H 0.39327 -2.35128 -0.12584 -0.5 -0.8 -3.0

10
Properties=species:S:1:pos:R:3:forces:R:3 method="wB97M-V/def2-TZVPD" de_lowest_kcal_mol=66.9 total_energy_ev=-23312.259 lumo_ev=0.786 charge=0 gap_ha=0.3429
P -0.35237 0.12131 -1.90410 1.9 -0.2 -0.1
C -0.27195 0.30539 -0.16429 -0.4 -0.1 2.3
C -0.40910 0.84079 1.01885 0.3 -1.3 -0.8
C 0.18792 -0.54802 1.02113 -0.2 1.4 -0.9
S 1.99535 -0.71475 1.05591 0.3 1.1 -2.1
H -1.42427 0.95481 -2.10401 -1.2 -0.1 -0.2
H -0.72694 -1.20999 -1.67188 -1.0 -0.1 -0.7
H -0.75314 1.64430 1.61903 0.0 0.5 0.3
H -0.38047 -1.41853 1.36936 0.3 0.2 -0.2
H 2.13497 0.02469 -0.24000 0.0 -1.4 2.5

10
Properties=species:S:1:pos:R:3:forces:R:3 method="wB97M-V/def2-TZVPD" de_lowest_kcal_mol=75.5 total_energy_ev=-23311.886 lumo_ev=-0.449 charge=0 gap_ha=0.3057
P 2.10940 1.85361 0.69053 -0.4 -1.7 0.7
C 2.15789 0.44829 -0.53626 -0.3 0.4 0.0
S 2.11631 -1.08819 -0.14350 0.1 -0.7 0.2
H 3.04268 2.47695 -0.05606 1.1 1.3 -0.8
H 1.04314 2.36984 -0.02253 -0.5 0.7 -0.3
H 2.12639 0.73399 -1.59669 0.1 0.0 0.3
C -3.41930 -2.24690 0.46813 0.4 2.4 -0.5
C -2.87193 -1.16513 0.35179 0.0 -2.0 0.5
H -4.15372 -3.00248 0.45710 -0.1 -0.6 0.1
H -2.15086 -0.37999 0.38747 -0.2 0.1 -0.1

12
Properties=species:S:1:pos:R:3:forces:R:3 method="wB97M-V/def2-TZVPD" de_lowest_kcal_mol=20.6 total_energy_ev=-44984.742 lumo_ev=-0.918 charge=0 gap_ha=0.2857
C 1.41892 -0.32991 -0.93680 -0.6 1.0 0.3
C 0.78653 0.59033 0.96778 -0.4 0.0 -1.2
C 1.71254 -0.47806 0.36486 -1.5 1.1 0.5
P -2.10330 -0.15384 -0.49926 -1.1 -0.8 0.7
S -3.11861 1.18460 0.45542 0.5 0.1 -0.1
S 0.30064 1.09617 -0.78203 0.0 -1.4 0.5
S -1.68123 -1.91488 0.26666 0.2 1.2 -0.9
H 1.57667 -0.69437 -1.93541 0.8 -0.5 0.2
H -2.59219 -0.15640 -1.85028 0.9 -0.1 0.4
H -0.17576 0.38427 1.52104 1.5 -0.1 -0.3
H 1.44730 1.34519 1.35431 -0.3 0.7 0.7
H 2.42849 -0.87311 1.07370 0.2 -1.0 -0.8

9
Properties=species:S:1:pos:R:3:forces:R:3 method="wB97M-V/def2-TZVPD" de_lowest_kcal_mol=15.0 total_energy_ev=-3206.810 lumo_ev=1.403 charge=0 gap_ha=0.4346
C -0.32147 0.81358 0.00945 0.0 -0.9 0.6
C -0.48273 -0.68336 -0.04510 -1.5 -1.5 0.6
C 0.91269 -0.11012 -0.05194 -0.4 1.0 -2.8
H -0.49551 1.18205 1.00926 -0.2 0.7 -0.2
H -0.73143 1.37324 -0.84491 0.7 -0.2 0.5
H -1.12894 -1.12762 -0.88967 1.8 0.7 1.1
H -0.70605 -1.20981 0.94454 0.1 0.8 -1.5
H 1.42473 -0.21158 0.88494 0.4 0.0 0.0
H 1.52871 -0.02638 -1.01658 -0.9 -0.4 1.7

9
Properties=species:S:1:pos:R:3:forces:R:3 method="wB97M-V/def2-TZVPD" de_lowest_kcal_mol=55.3 total_energy_ev=-3205.062 lumo_ev=1.273 charge=0 gap_ha=0.4100
C 0.39876 -0.09696 -0.76331 -0.2 -1.5 -0.7
C -1.06284 0.04073 -0.01715 4.3 0.8 0.6
C 0.28431 -0.07513 0.76485 2.4 6.1 -2.9
H 0.84764 0.90228 -1.20612 -1.2 -2.5 0.7
H 0.78304 -1.15231 -1.31482 -1.6 3.2 1.4
H -1.44666 1.12492 0.02319 -0.2 -2.5 -0.2
H -1.46748 -0.94581 0.21968 -1.2 0.8 -0.8
H 0.70349 -0.76739 1.40213 0.0 -2.0 1.1
H 0.95973 0.96967 0.89156 -2.5 -2.5 0.8

9
Properties=species:S:1:pos:R:3:forces:R:3 method="wB97M-V/def2-TZVPD" de_lowest_kcal_mol=52.8 total_energy_ev=-3205.167 lumo_ev=1.145 charge=0 gap_ha=0.3845
C 1.78891 0.24207 -0.06252 -8.4 1.4 0.8
C 0.41609 -0.17880 0.06113 1.3 0.8 0.2
C -1.36471 0.13550 -0.02723 3.9 -0.9 2.3
H 2.51818 -0.42232 -0.15675 2.8 -3.2 0.0
H 2.08972 1.24969 -0.05264 0.0 1.3 -0.4
H 0.27646 -1.23431 0.29649 0.6 -0.1 -0.5
H -1.45519 -0.46042 -0.88939 -0.9 -0.6 -1.0
H -1.75255 -0.35453 0.90328 0.5 0.1 -1.0
H -1.85338 1.06958 -0.06273 0.2 1.4 -0.5